[1]
{"formula": "C2H30NO11", "method": "the ωB97M-V functional and the def2-TZVPD basis", "species": ["C", "C", "N", "H", "H", "H", "H", "H", "H", "H", "H", "H", "H", "O", "H", "H", "O", "H", "H", "O", "H", "H", "O", "H", "H", "O", "H", "H", "O", "H", "H", "O", "H", "H", "O", "H", "H", "O", "H", "H", "O", "H", "H", "O"], "coordinates": [[-3.00, 2.20, 1.31], [-1.93, 2.16, 2.42], [-0.56, 1.60, 2.14], [-3.16, 3.22, 0.85], [-2.86, 1.50, 0.48], [-3.99, 1.93, 1.66], [-1.79, 3.18, 2.78], [-2.32, 1.49, 3.22], [-0.28, 1.78, 1.19], [-0.56, 0.60, 2.32], [0.12, 2.03, 2.86], [2.42, 0.12, -3.43], [1.41, -1.10, -3.33], [1.61, -0.19, -3.00], [-2.51, -1.57, 2.29], [-1.04, -1.67, 2.69], [-1.64, -1.22, 2.06], [-0.91, 1.50, -3.74], [0.23, 0.43, -3.86], [-0.55, 0.82, -4.32], [1.10, -1.80, 1.88], [1.51, -2.78, 3.15], [1.10, -1.99, 2.82], [2.75, -2.15, 0.19], [2.13, -0.85, -0.56], [2.63, -1.20, 0.18], [2.01, 3.41, 2.47], [2.46, 1.96, 2.27], [1.64, 2.53, 2.36], [-0.28, -0.17, -0.52], [0.58, 0.68, -1.33], [0.20, 0.68, -0.44], [3.14, 0.23, 1.07], [3.65, -0.02, 2.51], [3.47, 0.68, 1.88], [0.03, -2.10, -3.87], [0.46, -3.36, -3.17], [0.84, -2.58, -3.59], [-2.59, -1.93, -4.00], [-1.74, -0.63, -4.12], [-1.79, -1.49, -3.68], [-1.10, -1.87, 0.00], [-0.53, -1.99, -1.52], [-0.36, -2.07, -0.58]], "lowdin_charge": [-0.08, -0.18, 0.12, 0.09, 0.07, 0.07, 0.12, 0.13, 0.09, 0.10, 0.15, 0.09, 0.01, -0.06, 0.08, 0.04, -0.05, 0.06, -0.01, -0.06, 0.01, 0.06, -0.04, 0.08, 0.02, -0.04, 0.07, 0.03, -0.08, 0.02, 0.02, -0.06, 0.02, 0.07, -0.06, 0.03, 0.08, -0.04, 0.07, 0.02, -0.06, 0.03, 0.02, -0.05], "charge": 1, "homo_ha": -0.520, "energy_ev": -26569.1973, "homo_lumo_gap_ev": 11.635, "relative_energy_kcal_mol": 21.3}

***

[2]
{"formula": "C2H34F6NO21S2", "method": "the ωB97M-V functional and the def2-TZVPD basis", "species": ["C", "F", "F", "F", "S", "O", "O", "N", "S", "O", "O", "C", "F", "F", "F", "O", "H", "H", "O", "H", "H", "O", "H", "H", "O", "H", "H", "O", "H", "H", "O", "H", "H", "O", "H", "H", "O", "H", "H", "O", "H", "H", "O", "H", "H", "O", "H", "H", "O", "H", "H", "O", "H", "H", "O", "H", "H", "O", "H", "H", "O", "H", "H", "O", "H", "H"], "coordinates": [[-13.35, 16.63, 1.76], [-14.16, 16.19, 2.69], [-13.81, 17.74, 1.19], [-12.19, 16.92, 2.34], [-12.98, 15.09, 0.64], [-11.59, 15.11, 0.34], [-13.35, 13.93, 1.47], [-14.14, 15.36, -0.60], [-13.41, 14.89, -1.86], [-12.23, 15.72, -2.19], [-13.16, 13.46, -1.92], [-14.63, 15.22, -3.35], [-15.62, 14.37, -3.25], [-15.05, 16.52, -3.39], [-14.03, 14.93, -4.49], [-15.93, 8.63, -6.88], [-16.31, 7.82, -7.22], [-15.51, 8.37, -6.06], [-7.75, 18.58, -0.47], [-6.86, 18.47, -0.79], [-8.09, 17.69, -0.39], [-10.42, 21.26, -3.44], [-9.59, 21.66, -3.71], [-10.17, 20.66, -2.73], [-18.65, 18.45, 7.64], [-17.78, 18.26, 7.99], [-18.68, 17.99, 6.80], [-17.85, 18.61, -1.10], [-17.29, 19.34, -1.36], [-17.25, 17.88, -0.96], [-19.62, 17.38, 3.27], [-19.35, 16.47, 3.29], [-19.21, 17.75, 2.49], [-20.90, 19.40, -5.14], [-20.25, 19.02, -5.74], [-20.42, 19.55, -4.33], [-10.34, 19.96, -8.27], [-10.44, 19.89, -7.32], [-9.98, 20.83, -8.41], [-18.46, 13.44, -10.02], [-17.82, 13.16, -9.37], [-17.93, 13.72, -10.77], [-14.16, 21.99, 6.66], [-14.73, 21.22, 6.77], [-14.64, 22.56, 6.06], [-13.76, 7.88, 3.28], [-14.52, 8.32, 3.66], [-13.78, 8.13, 2.36], [-18.13, 13.19, 0.84], [-17.30, 13.48, 0.48], [-18.42, 12.49, 0.25], [-14.39, 17.58, 10.54], [-13.88, 17.44, 11.34], [-14.45, 16.72, 10.14], [-12.50, 9.79, -10.75], [-12.88, 10.22, -9.99], [-12.91, 10.22, -11.50], [-17.42, 10.54, 4.95], [-17.69, 10.96, 4.13], [-17.67, 11.17, 5.63], [-14.73, 18.58, -11.39], [-13.99, 19.18, -11.32], [-14.57, 17.93, -10.71], [-14.25, 12.64, 8.85], [-13.97, 12.68, 7.93], [-14.00, 11.76, 9.14]], "lowdin_charge": [-0.67, 0.14, 0.13, 0.12, 0.66, -0.29, -0.33, -0.32, 0.52, -0.35, -0.33, -0.66, 0.13, 0.09, 0.14, -0.05, 0.03, 0.03, -0.06, 0.02, 0.03, -0.05, 0.02, 0.03, -0.05, 0.03, 0.03, -0.06, 0.03, 0.03, -0.05, 0.03, 0.03, -0.06, 0.03, 0.03, -0.05, 0.03, 0.02, -0.06, 0.03, 0.03, -0.05, 0.03, 0.03, -0.06, 0.03, 0.03, -0.06, 0.03, 0.03, -0.05, 0.03, 0.03, -0.06, 0.03, 0.03, -0.06, 0.03, 0.03, -0.06, 0.03, 0.03, -0.06, 0.03, 0.03], "charge": -1, "homo_ha": -0.247, "energy_ev": -85088.4552, "homo_lumo_gap_ev": 8.435, "relative_energy_kcal_mol": 84.1}

***

[3]
{"formula": "C2H34NO17", "method": "the ωB97M-V functional and the def2-TZVPD basis", "species": ["O", "C", "N", "C", "O", "H", "H", "H", "H", "H", "H", "O", "H", "H", "O", "H", "H", "O", "H", "H", "O", "H", "H", "O", "H", "H", "O", "H", "H", "O", "H", "H", "O", "H", "H", "O", "H", "H", "O", "H", "H", "O", "H", "H", "O", "H", "H", "O", "H", "H", "O", "H", "H", "O"], "coordinates": [[1.61, -0.11, 2.45], [0.54, 0.47, 2.37], [0.11, 1.12, 1.26], [-1.35, 1.29, 1.06], [-2.10, 0.17, 1.10], [-0.19, 0.58, 3.19], [0.52, 0.88, 0.37], [-1.47, 1.90, 0.15], [-1.66, 1.98, 1.88], [-0.19, 0.20, -2.10], [0.60, -1.01, -1.81], [0.62, -0.06, -1.58], [0.28, -3.39, -2.36], [-0.63, -3.11, -1.07], [0.08, -2.80, -1.64], [-2.16, -0.25, -2.55], [-1.34, 0.84, -3.43], [-1.51, -0.09, -3.24], [-0.08, 2.76, -3.51], [-1.17, 3.10, -2.56], [-1.02, 2.58, -3.39], [-1.22, -1.00, 1.08], [-0.31, -1.90, 0.12], [-0.63, -1.87, 1.02], [1.51, -1.55, 3.83], [0.71, -2.28, 2.81], [1.14, -2.42, 3.66], [2.92, 0.98, -2.48], [1.58, 1.47, -2.06], [2.48, 1.82, -2.29], [-1.73, -4.13, 0.75], [-0.42, -4.34, 1.59], [-1.10, -4.77, 1.07], [1.95, -4.14, -0.48], [2.42, -2.59, -0.66], [2.59, -3.52, -0.80], [-3.53, 1.18, -1.05], [-3.23, -0.14, -0.23], [-3.50, 0.23, -1.11], [-1.69, 3.75, -0.78], [-0.41, 4.53, -0.86], [-1.24, 4.40, -1.33], [2.01, 3.50, 0.00], [2.24, 3.50, -1.46], [1.82, 4.05, -0.77], [-4.81, -0.29, 1.53], [-3.42, -0.13, 2.07], [-4.35, -0.32, 2.37], [3.44, -1.29, 0.83], [2.13, -0.69, 1.62], [2.56, -1.42, 1.15], [3.16, 1.46, -0.57], [2.52, 1.05, 0.79], [3.32, 1.38, 0.39]], "lowdin_charge": [0.03, -0.23, 0.08, -0.36, -0.29, 0.17, 0.09, 0.09, 0.12, 0.03, 0.03, -0.09, 0.07, 0.04, -0.04, 0.01, -0.01, -0.07, 0.05, 0.02, -0.06, 0.01, -0.02, -0.09, 0.01, -0.01, -0.07, 0.07, 0.03, -0.08, 0.01, 0.02, -0.06, 0.02, 0.00, -0.07, 0.03, 0.02, -0.07, 0.03, 0.04, -0.04, 0.03, 0.01, -0.07, 0.00, -0.01, -0.11, 0.03, -0.22, -0.06, 0.00, -0.01, -0.04], "charge": -1, "homo_ha": -0.249, "energy_ev": -38925.6867, "homo_lumo_gap_ev": 9.060, "relative_energy_kcal_mol": 0.0}